Entry 1:
Molecular formula: C2N4O8S
Method: DFT, ωB97M-V with the def2-TZVPD basis set

Total charge ... -2
Electronic energy ... -1295.2245 a.u.
Multiplicity ... 1
Frontier orbital gap ... 8.54 eV
Maximum force ... 3.83 eV/Å
E_HOMO ... -2.630 eV

Element x y z (Å)
C -0.455 1.625 0.908
C 1.921 -0.585 -1.578
N -0.092 2.641 1.315
N -0.643 0.394 0.521
N 0.477 -0.350 0.347
N 0.740 -1.277 1.460
O 1.425 -1.670 -1.666
O -2.668 1.780 0.003
O 2.780 0.037 -2.211
O -0.156 -1.432 2.307
O 1.781 -1.921 1.470
O -1.621 0.726 -1.847
O -2.894 -0.675 -0.232
O 1.531 0.178 -0.320
S -2.128 0.529 -0.476

***

Entry 2:
Molecular formula: C9H11NO3
Method: DFT, ωB97M-V with the def2-TZVPD basis set

Total charge ... 0
Electronic energy ... -629.9575 a.u.
Multiplicity ... 1
Frontier orbital gap ... 9.40 eV
Relative energy (zero: lowest compared OMol25 entry of this formula, charge and spin) ... 63.3 kcal per mole
Maximum force ... 5.47 eV/Å
SMILES string ... CNC(=O)Oc1cccc(OC)c1
E_HOMO ... -8.666 eV

Element x y z (Å)
C -3.493 1.536 -0.573
N -3.437 0.299 0.066
C -2.288 -0.390 0.402
O -2.140 -1.218 1.259
O -1.265 0.111 -0.412
C -0.020 -0.383 -0.312
C 0.321 -1.679 -0.724
C 1.644 -2.138 -0.456
C 2.604 -1.230 0.014
C 2.194 0.030 0.251
O 3.152 1.070 0.470
C 2.734 2.241 -0.116
C 0.824 0.432 0.266
H -3.823 2.256 0.166
H -2.470 1.869 -0.975
H -4.028 1.527 -1.515
H -4.175 -0.107 0.573
H -0.369 -2.379 -1.328
H 1.865 -3.197 -0.815
H 3.751 -1.418 0.103
H 2.020 2.717 0.654
H 2.013 2.233 -0.933
H 3.603 2.806 -0.337
H 0.567 1.384 0.894

***

Entry 3:
Molecular formula: C2H7N4OS
Method: DFT, ωB97M-V with the def2-TZVPD basis set

Total charge ... +1
Electronic energy ... -772.4712 a.u.
Multiplicity ... 1
Frontier orbital gap ... 9.47 eV
Relative energy (zero: lowest compared OMol25 entry of this formula, charge and spin) ... 58.5 kcal per mole
Maximum force ... 4.11 eV/Å
E_HOMO ... -14.012 eV

Element x y z (Å)
C 1.384 -0.512 -0.135
C -0.429 -0.140 -1.346
N 0.845 -0.695 -1.235
N 0.759 0.274 0.808
N 0.853 -0.053 2.070
N -0.892 0.274 0.118
O -1.309 -1.012 -1.839
S -1.733 1.740 0.372
H 2.435 -0.832 -0.045
H -0.389 0.708 -1.951
H 0.858 -1.043 2.292
H 0.688 0.754 2.705
H -1.534 -0.482 0.639
H -0.787 -1.541 -2.357
H -0.750 2.561 -0.097

***

Entry 4:
Molecular formula: C31H33CuN2O7P2SSb
Method: DFT, ωB97M-V with the def2-TZVPD basis set

Total charge ... -1
Electronic energy ... -4798.8704 a.u.
Multiplicity ... 1
Frontier orbital gap ... 6.61 eV
Relative energy (zero: lowest compared OMol25 entry of this formula, charge and spin) ... 0.6 kcal per mole
Maximum force ... 1.61 eV/Å
E_HOMO ... -4.270 eV

Element x y z (Å)
Cu 0.125 -0.684 -1.529
O 0.584 -1.074 2.652
C 0.168 -1.276 1.518
O 0.217 -0.397 0.580
C -0.542 -2.562 1.201
C -1.203 -3.152 2.241
C -2.048 -4.259 2.043
C -2.242 -4.736 0.752
C -1.554 -4.178 -0.309
C -0.616 -3.087 -0.144
O 0.080 -2.650 -1.097
N -1.816 -4.698 -1.600
O -2.898 -5.245 -1.784
O -0.980 -4.586 -2.481
N -2.716 -4.846 3.132
O -3.504 -5.764 2.913
O -2.492 -4.415 4.261
H -1.085 -2.757 3.239
H -2.912 -5.566 0.572
C 0.339 0.164 -5.263
P 0.533 -1.010 -3.855
C -0.011 -2.571 -4.647
C 2.370 -1.230 -3.868
C 2.822 -1.771 -2.519
P 2.670 -0.463 -1.212
C 4.309 0.384 -1.468
C 3.141 -1.500 0.227
H 0.871 -0.180 -6.150
H 0.708 1.143 -4.962
H -0.723 0.252 -5.481
H 0.544 -2.768 -5.565
H -1.074 -2.487 -4.872
H 0.114 -3.387 -3.937
H 2.828 -0.254 -4.054
H 2.648 -1.910 -4.681
H 3.853 -2.142 -2.560
H 2.160 -2.585 -2.214
H 5.117 -0.333 -1.609
H 4.517 0.990 -0.588
H 4.256 1.040 -2.334
H 4.100 -1.991 0.062
H 2.365 -2.248 0.374
H 3.190 -0.875 1.118
S -0.900 1.586 -1.659
Sb -0.600 1.924 0.573
C -1.410 3.930 0.672
C -0.962 4.882 -0.230
C -1.524 6.145 -0.266
C -2.562 6.469 0.592
C -3.028 5.516 1.483
C -2.452 4.257 1.522
C -2.015 0.949 1.872
C -3.232 0.632 1.290
C -4.186 -0.058 2.015
C -3.918 -0.456 3.313
C -2.705 -0.129 3.892
C -1.756 0.584 3.180
C 1.417 2.264 1.279
C 1.931 1.655 2.409
C 3.260 1.846 2.750
C 4.079 2.639 1.964
C 3.558 3.252 0.836
C 2.230 3.064 0.494
H -0.187 4.616 -0.934
H -1.164 6.873 -0.979
H -3.016 7.450 0.557
H -3.855 5.752 2.139
H -2.832 3.516 2.215
H -3.426 0.927 0.266
H -5.140 -0.282 1.560
H -4.643 -1.031 3.871
H -2.491 -0.436 4.907
H -0.812 0.823 3.646
H 1.327 0.985 2.998
H 3.657 1.358 3.629
H 5.121 2.768 2.223
H 4.189 3.872 0.212
H 1.831 3.528 -0.397

***

Entry 5:
Molecular formula: C19H32Cl4NO5PPd
Method: DFT, ωB97M-V with the def2-TZVPD basis set

Total charge ... 0
Electronic energy ... -3483.6697 a.u.
Multiplicity ... 5
Frontier orbital gap (alpha / beta) ... 6.99 / 4.90 eV
Relative energy (zero: lowest compared OMol25 entry of this formula, charge and spin) ... 56.3 kcal per mole
Maximum force ... 3.09 eV/Å
E_HOMO (alpha / beta) ... -7.099 / -8.155 eV

Element x y z (Å)
Pd -2.367 0.642 -0.607
Cl -2.994 -6.346 -2.460
C -2.909 -4.877 -1.573
C -3.292 -3.686 -2.176
C -3.153 -2.511 -1.470
Cl -3.518 -0.985 -2.193
C -2.656 -2.447 -0.136
O -2.461 -1.352 0.479
C -2.363 -3.718 0.445
Cl -1.837 -3.748 2.077
C -2.448 -4.896 -0.262
H -3.665 -3.672 -3.188
H -2.147 -5.824 0.199
O -3.733 1.797 -2.341
Cl -2.431 2.359 -2.487
O -2.412 3.324 -3.503
O -2.038 2.937 -1.244
O -1.516 1.295 -2.807
C 1.707 3.199 1.556
C 1.922 2.416 0.265
C 3.419 2.236 0.030
C 1.286 3.237 -0.857
P 0.961 0.759 0.431
N -0.577 1.034 0.332
C 1.484 -0.441 -0.994
C 2.838 -1.101 -0.767
C 1.505 0.359 -2.293
C 0.385 -1.490 -1.166
C 1.257 -0.008 2.180
C 0.660 -1.410 2.121
C 0.411 0.786 3.176
C 2.708 -0.065 2.640
H 2.089 4.209 1.423
H 2.242 2.763 2.393
H 0.647 3.265 1.783
H 3.895 3.215 0.078
H 3.636 1.818 -0.949
H 3.877 1.607 0.789
H 1.558 4.284 -0.724
H 0.199 3.167 -0.812
H 1.621 2.937 -1.844
H 3.620 -0.367 -0.600
H 3.103 -1.668 -1.659
H 2.818 -1.794 0.070
H 2.368 1.013 -2.369
H 0.587 0.935 -2.399
H 1.550 -0.336 -3.130
H 0.218 -2.094 -0.282
H 0.655 -2.161 -1.981
H -0.555 -0.990 -1.438
H -0.351 -1.354 1.719
H 0.595 -1.821 3.128
H 1.266 -2.095 1.534
H -0.554 1.027 2.733
H 0.893 1.698 3.507
H 0.237 0.172 4.057
H 3.341 -0.627 1.959
H 2.737 -0.562 3.608
H 3.137 0.923 2.776
C -4.195 1.202 0.695
H -3.805 1.892 1.436
H -4.576 0.279 1.117
H -4.877 1.657 -0.020

***

Entry 6:
Molecular formula: C4H6N2O
Method: DFT, ωB97M-V with the def2-TZVPD basis set

Total charge ... 0
Electronic energy ... -340.7226 a.u.
Multiplicity ... 1
Frontier orbital gap ... 8.06 eV
Relative energy (zero: lowest compared OMol25 entry of this formula, charge and spin) ... 45.4 kcal per mole
Maximum force ... 0.86 eV/Å
SMILES string ... Nc1ccc(O)[nH]1
E_HOMO ... -7.416 eV

Element x y z (Å)
N 0.600 -0.462 2.069
C 0.059 0.095 0.899
C -1.228 0.299 0.460
C -1.147 0.640 -0.928
C 0.171 0.610 -1.276
O 0.708 0.044 -2.409
N 0.909 0.377 -0.125
H 0.037 -1.268 2.325
H 1.528 -0.799 1.835
H -2.131 0.095 1.015
H -1.960 0.668 -1.641
H 0.523 -0.890 -2.206
H 1.899 0.545 -0.041

***

Entry 7:
Molecular formula: C19H20N2OS2
Method: DFT, ωB97M-V with the def2-TZVPD basis set

Total charge ... 0
Electronic energy ... -1717.1288 a.u.
Multiplicity ... 1
Frontier orbital gap ... 8.47 eV
Relative energy (zero: lowest compared OMol25 entry of this formula, charge and spin) ... 12.7 kcal per mole
Maximum force ... 0.87 eV/Å
SMILES string ... Cc1ccc(NC(=S)N(Cc2ccco2)[C@@H](C)c2cccs2)cc1
E_HOMO ... -7.803 eV

Element x y z (Å)
C -6.609 -0.370 1.048
C -5.188 -0.344 0.572
C -4.856 0.232 -0.648
C -3.553 0.231 -1.101
C -2.540 -0.356 -0.344
N -1.240 -0.283 -0.849
C -0.148 -1.038 -0.562
S -0.253 -2.510 0.191
N 1.045 -0.532 -0.981
C 1.176 0.816 -1.510
C 0.552 1.852 -0.627
C 0.794 2.217 0.663
C -0.140 3.238 0.967
C -0.879 3.419 -0.158
O -0.472 2.584 -1.130
C 2.263 -1.335 -0.899
C 2.757 -1.706 -2.297
C 3.298 -0.637 -0.077
C 4.452 -0.023 -0.461
C 5.163 0.548 0.618
C 4.538 0.365 1.807
S 3.072 -0.517 1.638
C -2.859 -0.912 0.889
C -4.169 -0.906 1.330
H -7.154 0.501 0.692
H -6.654 -0.397 2.134
H -7.112 -1.260 0.668
H -5.628 0.688 -1.252
H -3.312 0.689 -2.051
H -1.147 0.392 -1.596
H 0.736 0.897 -2.515
H 2.247 1.015 -1.592
H 1.538 1.810 1.315
H -0.240 3.760 1.896
H -1.689 4.080 -0.390
H 1.964 -2.254 -0.378
H 2.999 -0.824 -2.885
H 1.982 -2.267 -2.814
H 3.642 -2.330 -2.218
H 4.802 0.015 -1.477
H 6.097 1.070 0.506
H 4.847 0.690 2.780
H -2.089 -1.347 1.503
H -4.400 -1.346 2.289

***

Entry 8:
Molecular formula: F6KN3NaO12S6
Method: DFT, ωB97M-V with the def2-TZVPD basis set

Total charge ... -1
Electronic energy ... -4817.8348 a.u.
Multiplicity ... 1
Frontier orbital gap ... 8.13 eV
Relative energy (zero: lowest compared OMol25 entry of this formula, charge and spin) ... 41.9 kcal per mole
Maximum force ... 6.94 eV/Å
E_HOMO ... -7.710 eV

Element x y z (Å)
Na 14.686 5.054 -17.469
K 15.863 2.367 -17.303
N 15.424 -0.046 -18.266
S 14.186 -0.778 -19.192
O 12.817 -0.449 -18.960
O 14.503 -2.099 -19.629
F 14.460 0.123 -20.507
S 15.256 -1.036 -17.080
O 15.980 -2.282 -17.084
O 13.977 -1.157 -16.426
F 16.071 -0.038 -16.070
N 16.587 4.963 -16.062
S 18.138 4.269 -15.683
O 18.099 2.996 -15.028
O 19.168 5.188 -15.280
F 18.468 3.841 -17.176
S 16.563 5.909 -14.825
O 16.979 7.270 -15.066
O 16.772 5.343 -13.518
F 14.966 6.129 -14.802
N 13.339 3.242 -16.562
S 12.157 2.649 -17.667
O 11.338 3.660 -18.255
O 11.616 1.389 -17.269
F 13.174 2.305 -18.838
S 12.640 3.033 -15.194
O 12.968 1.831 -14.488
O 11.296 3.537 -15.128
F 13.479 4.142 -14.415

***

Please write out number 2 again, unchanged.
Molecular formula: C9H11NO3
Method: DFT, ωB97M-V with the def2-TZVPD basis set

Total charge ... 0
Electronic energy ... -629.9575 a.u.
Multiplicity ... 1
Frontier orbital gap ... 9.40 eV
Relative energy (zero: lowest compared OMol25 entry of this formula, charge and spin) ... 63.3 kcal per mole
Maximum force ... 5.47 eV/Å
SMILES string ... CNC(=O)Oc1cccc(OC)c1
E_HOMO ... -8.666 eV

Element x y z (Å)
C -3.493 1.536 -0.573
N -3.437 0.299 0.066
C -2.288 -0.390 0.402
O -2.140 -1.218 1.259
O -1.265 0.111 -0.412
C -0.020 -0.383 -0.312
C 0.321 -1.679 -0.724
C 1.644 -2.138 -0.456
C 2.604 -1.230 0.014
C 2.194 0.030 0.251
O 3.152 1.070 0.470
C 2.734 2.241 -0.116
C 0.824 0.432 0.266
H -3.823 2.256 0.166
H -2.470 1.869 -0.975
H -4.028 1.527 -1.515
H -4.175 -0.107 0.573
H -0.369 -2.379 -1.328
H 1.865 -3.197 -0.815
H 3.751 -1.418 0.103
H 2.020 2.717 0.654
H 2.013 2.233 -0.933
H 3.603 2.806 -0.337
H 0.567 1.384 0.894

***

Question: What is the electronic energy in the fourth record?
Answer: -4798.8704 a.u.